Record 1
{
  "formula": "C25H49NOP3Sm",
  "method": "the ωB97M-V functional and the def2-TZVPD basis",
  "total_charge": 2,
  "spin_multiplicity": 6,
  "s_squared": 8.78,
  "homo_lumo_gap_ev": [6.9, 7.1],
  "e_tot_ev": -76012.3198,
  "relative_energy_kj_mol": 0.0,
  "elements": ["H", "C", "O", "H", "H", "H", "C", "H", "N", "H", "H", "H", "C", "C", "H", "H", "C", "H", "H", "C", "C", "H", "H", "C", "C", "C", "H", "H", "H", "H", "C", "H", "H", "H", "H", "H", "C", "C", "P", "H", "C", "H", "H", "H", "H", "H", "C", "C", "P", "C", "H", "H", "H", "H", "C", "C", "C", "H", "H", "H", "H", "Sm", "H", "H", "H", "C", "C", "H", "H", "H", "H", "H", "P", "H", "H", "H", "C", "C", "H", "C"],
  "positions_angstrom": [[2.612, -4.802, -2.108], [-1.171, -3.853, 1.860], [1.921, -0.221, 3.326], [1.388, -2.857, 0.974], [-3.868, 1.807, -0.730], [0.667, -3.625, 4.744], [2.821, -3.726, -2.163], [-2.423, 2.724, -1.196], [-1.024, 0.224, -1.892], [-3.718, -2.326, 1.330], [-0.934, -0.359, -4.056], [-1.613, -0.905, 2.741], [-1.242, -5.932, 3.129], [-1.416, -4.223, -0.936], [-0.305, 3.734, 3.393], [-2.080, 5.077, 1.904], [-0.422, -5.367, 4.112], [2.659, -3.406, -3.206], [-1.104, -1.598, -2.827], [-4.412, 1.239, 2.325], [2.072, -3.383, 0.278], [3.739, -0.310, -3.534], [3.521, -0.391, 0.848], [-2.519, 4.117, 1.601], [3.478, -0.322, -1.371], [0.010, -4.058, 3.980], [-2.151, 0.380, 3.864], [1.860, -4.457, 0.411], [1.407, 0.100, -3.563], [-4.863, 1.761, 1.466], [-0.792, 2.801, 3.063], [0.031, -2.268, 2.804], [-5.152, 0.531, 2.717], [-2.886, 4.235, 0.569], [-1.538, 2.528, 3.829], [5.192, 0.089, -2.600], [1.287, -0.260, 2.349], [4.181, -0.606, -0.015], [-1.546, -2.882, 0.325], [1.230, 2.324, -0.453], [-2.771, 1.733, -0.849], [-0.434, -4.719, -0.889], [0.827, -3.308, -1.475], [-2.285, -5.638, 1.279], [-2.905, 0.994, -2.839], [-3.514, -0.335, 1.171], [1.863, -3.012, -1.213], [0.932, -0.805, -3.139], [1.876, -1.165, -1.542], [-1.630, -5.163, 2.023], [-3.709, -2.167, -0.494], [-3.197, -1.017, 3.509], [-0.594, 3.365, 1.008], [3.207, 0.756, -1.348], [-0.602, -0.614, -3.021], [-2.485, -0.302, 3.063], [-1.428, 3.042, 1.666], [-1.553, -6.965, 3.212], [-2.190, -4.980, -0.787], [-0.003, 2.025, 3.030], [-4.183, 1.960, 3.126], [-0.147, -0.307, 0.087], [3.108, -3.200, 0.611], [-3.844, -3.749, 0.336], [3.875, -3.573, -1.882], [4.314, -0.569, -2.630], [-3.382, -2.754, 0.374], [1.152, -1.634, -3.838], [4.672, -1.607, -2.699], [-0.109, -5.973, 4.973], [-2.991, -0.308, -1.666], [5.052, 0.065, 0.076], [-2.037, 1.517, 0.880], [0.738, 2.416, -1.035], [-3.360, 3.903, 2.276], [4.553, -1.643, 0.062], [-3.186, 0.440, 1.895], [-0.352, -3.291, 2.880], [-1.554, -3.774, -1.931], [-2.433, 0.638, -1.893]],
  "mulliken_charge": [0.450, 0.713, -0.169, 0.013, 0.478, 0.414, -1.620, 0.527, 0.095, 0.391, 0.525, 0.096, -0.769, -1.667, 0.462, 0.464, -0.605, 0.363, 0.024, -1.672, -1.116, 0.361, 0.099, -1.447, 0.702, -0.924, 0.349, 0.475, 0.538, 0.369, -1.180, -0.168, 0.458, 0.360, 0.265, 0.463, 0.233, -1.172, 1.630, -0.108, -0.801, 0.439, -0.587, 0.246, 0.507, -0.321, 1.186, -0.825, 0.326, -0.911, 0.423, 0.480, 0.291, 0.357, -0.732, -1.201, 0.719, 0.443, 0.651, 0.100, 0.313, 0.048, 0.358, 0.591, 0.316, -1.424, -1.432, 0.462, 0.259, 0.400, -0.025, 0.470, 0.381, 0.154, 0.264, 0.257, 0.979, 0.334, 0.477, -0.670]
}

Record 2
{
  "formula": "C53H49IrN8P2",
  "method": "the ωB97M-V functional and the def2-TZVPD basis",
  "total_charge": 3,
  "spin_multiplicity": 2,
  "s_squared": 0.79,
  "homo_lumo_gap_ev": [6.0, 7.0],
  "e_tot_ev": -89071.8714,
  "relative_energy_kj_mol": 14.0,
  "elements": ["H", "C", "H", "H", "H", "C", "N", "H", "H", "H", "C", "H", "H", "H", "C", "N", "H", "C", "H", "H", "H", "H", "C", "C", "C", "C", "H", "H", "C", "C", "C", "N", "C", "C", "C", "H", "C", "H", "N", "H", "C", "C", "C", "H", "C", "C", "C", "H", "C", "C", "C", "N", "C", "H", "P", "C", "C", "C", "C", "H", "H", "C", "H", "C", "H", "H", "C", "H", "C", "H", "C", "H", "H", "C", "H", "H", "H", "H", "C", "C", "H", "C", "H", "C", "H", "C", "C", "H", "H", "H", "C", "C", "C", "C", "C", "C", "N", "H", "N", "P", "C", "H", "C", "H", "C", "N", "H", "H", "C", "H", "Ir", "C", "H"],
  "positions_angstrom": [[4.653, 1.067, 2.884], [-2.201, 3.088, -3.086], [-1.016, 3.079, -4.828], [7.325, -0.188, -0.833], [0.616, -0.703, -2.900], [-3.668, 2.641, -0.987], [2.813, 2.264, 0.716], [2.937, -3.846, 3.128], [-0.139, 2.922, 0.437], [4.462, 4.174, 2.632], [-0.964, 0.511, 2.695], [2.187, -4.722, -2.680], [-0.346, -5.013, -3.180], [5.845, -0.021, -3.071], [0.256, 2.306, 3.740], [3.922, 3.763, 1.886], [1.789, 0.588, 2.996], [2.422, -3.971, 1.050], [-1.723, -4.012, -4.963], [-3.885, 0.311, 2.148], [5.609, -0.138, 1.241], [-1.497, -0.428, 2.774], [3.774, 5.680, 0.223], [2.320, 3.737, -1.287], [0.370, 2.948, 2.513], [-4.699, -3.343, 0.202], [3.390, 6.958, -1.432], [0.875, 3.903, 2.438], [-0.192, 1.757, -3.284], [-5.411, -5.277, 1.440], [-3.872, -0.653, 1.648], [2.693, 0.341, 2.579], [6.254, -0.100, -0.895], [2.529, 5.016, -1.759], [0.515, -0.167, -1.953], [-4.302, 1.942, -1.561], [-3.376, 2.085, 0.376], [-3.439, 2.368, 2.496], [2.200, -1.731, 0.885], [1.935, -2.386, -1.934], [3.460, 2.505, 1.842], [-4.178, -5.342, 2.067], [2.891, 0.065, -2.253], [-4.900, -2.585, -0.546], [-0.203, 2.389, 1.378], [-0.904, 1.181, 1.467], [5.375, -0.070, 0.191], [-3.975, -6.123, 2.787], [-2.682, -2.611, -3.652], [2.857, 3.433, -0.038], [3.055, -1.009, 3.090], [1.857, 0.155, -1.466], [-3.742, 2.736, 1.521], [2.674, -1.165, 4.101], [-2.174, 0.776, 0.230], [-1.158, 2.710, -3.821], [-1.096, -3.705, -1.648], [-2.785, -2.136, -2.352], [-0.387, 1.073, 3.826], [0.072, -0.882, -1.253], [4.144, -1.084, 3.131], [5.488, -0.012, -2.055], [1.770, 2.997, -1.853], [-1.969, -2.651, -1.348], [-4.790, 4.412, 2.373], [-6.173, -6.008, 1.671], [-1.785, -3.629, -3.953], [-0.608, -4.250, -0.846], [3.560, 4.390, 0.696], [-5.301, 5.469, 0.186], [2.216, -4.489, -1.624], [-4.608, 4.423, -1.899], [-3.542, -1.400, -2.112], [3.247, 5.970, -1.017], [2.714, -6.098, 1.346], [2.532, -6.543, -1.078], [-3.326, -2.213, -4.426], [0.649, 2.772, 4.636], [-2.279, 2.629, -1.663], [2.529, -5.297, 0.644], [0.699, 1.565, -3.875], [2.566, -2.046, 2.117], [2.762, -0.072, -3.323], [2.420, -5.533, -0.709], [-2.932, 3.792, -3.461], [4.157, 0.073, -1.646], [-3.204, -4.394, 1.775], [3.440, 1.857, 3.893], [-2.244, -4.434, 2.278], [-1.643, 3.302, -1.069], [-3.458, -3.394, 0.841], [-4.371, 3.953, -0.953], [-1.747, 1.179, -1.514], [-5.673, -4.273, 0.510], [-4.476, 3.930, 1.458], [2.027, -3.181, -1.212], [4.117, 0.026, -0.263], [4.325, 6.418, 0.791], [2.665, -3.371, 2.281], [-2.064, -2.301, 0.437], [2.163, -2.927, 0.158], [-0.483, 0.574, 4.783], [-4.765, 4.530, 0.208], [2.138, 5.297, -2.728], [-0.399, 1.017, -2.185], [-2.865, -0.685, 0.540], [-2.453, 0.535, -2.058], [-3.623, -1.409, 2.392], [-1.013, -4.194, -2.948], [-4.866, -0.865, 1.263], [2.316, 0.280, 0.522], [3.633, 1.452, 2.897], [-6.637, -4.231, 0.020]],
  "mulliken_charge": [0.538, -1.089, 0.530, 0.505, 0.987, 0.693, 0.634, 0.266, 0.222, 0.262, -0.383, 0.613, 0.566, 0.584, -1.015, 0.041, -0.044, 0.753, 0.471, 0.490, 0.353, 0.204, -1.206, -0.117, -0.706, -0.314, 0.439, 0.565, 0.170, -0.591, -1.299, -0.772, -1.113, -0.911, -0.334, 0.329, 0.550, 0.340, 0.954, -0.005, 0.022, -0.709, 0.577, 0.337, -0.259, 1.991, -0.444, 0.450, -1.005, -0.060, -1.014, 0.557, -0.557, 0.591, -1.094, -1.269, -0.970, -0.054, -1.318, -1.025, 0.435, -0.850, 0.529, 1.311, 0.465, 0.435, -0.821, 0.460, 0.532, 0.466, -0.773, 0.491, 0.439, -0.652, 0.518, 0.454, 0.513, 0.504, 0.633, -1.157, 0.552, 0.032, 0.534, -0.813, 0.413, -0.964, -0.463, 0.618, 0.387, 0.125, 0.351, -1.229, 0.394, -0.915, -1.236, -0.269, 0.586, 0.488, -0.012, 0.802, 0.232, 0.539, -0.616, 0.502, -0.693, 0.862, 0.455, 0.532, -0.583, 0.309, 1.882, -1.098, 0.455]
}